Here is a cluster of 9 separate species, C27H81O36P9 in total at a distorted geometry from OMol25. Energies are from the ωB97M-V functional and the def2-TZVPD basis.

- HOMO level: -0.381 Eh
- Relative energy (zero: lowest compared OMol25 entry of this formula, charge and spin): 233.4 kcal/mol
- HOMO-LUMO gap: 10.55 eV
- Largest force on an atom: 5.07 eV/A
- Structure (SMILES): COP(=O)(OC)OC.COP(=O)(OC)OC.COP(=O)(OC)OC.COP(=O)(OC)OC.COP(=O)(OC)OC.COP(=O)(OC)OC.COP(=O)(OC)OC.COP(=O)(OC)OC.COP(=O)(OC)OC

Atoms and positions in Å:
P: 15.55519 19.06567 -14.30607
P: 10.88660 -3.90512 -5.85004
P: 17.89713 12.40291 -16.98511
P: 15.35352 5.65763 -9.93113
P: 11.01526 16.09803 -4.21107
P: 18.40905 -2.40549 -3.32047
P: 5.04164 7.30180 -14.28769
P: 22.52017 15.04352 -8.58105
P: 19.77455 -1.25760 -12.86183
O: 15.65866 7.25232 -9.54120
O: 18.07583 11.53811 -18.36521
O: 12.64367 16.26555 -4.02957
O: 11.92206 -4.94319 -5.63650
O: 9.60297 -4.03243 -4.87724
O: 13.93876 19.04873 -14.09078
O: 19.25895 -1.15287 -3.83872
O: 20.59909 -2.28600 -13.54282
O: 22.94678 14.84143 -7.09417
O: 17.30619 -1.86713 -2.33251
O: 15.62751 19.45784 -15.85726
O: 6.40454 7.69768 -13.44268
O: 15.91669 17.44017 -14.15459
O: 5.22779 6.26559 -15.38519
O: 16.21570 4.84607 -8.78402
O: 10.78897 14.49923 -4.32415
O: 18.71277 -1.78588 -11.73432
O: 4.55305 8.74758 -14.93129
O: 10.26097 -3.93632 -7.41343
O: 17.97709 -3.37357 -4.36699
O: 10.25192 16.82594 -3.18281
O: 21.62595 16.43758 -8.63320
O: 10.83741 16.67655 -5.71218
O: 16.29171 5.53538 -11.24685
O: 11.39876 -2.29524 -5.82266
O: 20.65972 -0.27296 -11.92603
O: 23.64712 14.95581 -9.50409
O: 16.52525 13.13873 -17.42216
O: 18.97745 -0.19538 -13.78630
O: 17.89975 11.67594 -15.70886
O: 3.88205 6.89339 -13.15760
O: 16.42763 20.00485 -13.57197
O: 21.30852 13.93569 -8.67669
O: 13.93591 5.24576 -10.06692
O: 19.04802 13.52774 -17.12842
O: 19.46924 -2.99461 -2.23171
C: 13.30327 19.62722 -13.03813
C: 20.23627 -4.10853 -2.45223
C: 15.88368 16.68903 -12.95914
C: 4.78908 9.11180 -16.35502
C: 9.13188 -3.30460 -7.81665
C: 17.22922 10.55563 -18.75108
C: 16.21208 -2.67822 -1.88398
C: 12.18518 -1.95578 -6.96109
C: 11.64869 13.70350 -5.09510
C: 9.72262 -4.07397 -3.45614
C: 16.15199 6.27948 -12.49435
C: 19.69743 0.56576 -14.80176
C: 14.93119 8.32492 -10.11419
C: 16.76956 19.44703 -16.67216
C: 21.61288 17.31738 -9.86170
C: 6.84232 6.72974 -12.42028
C: 13.16995 17.03897 -2.85981
C: 18.96151 -2.63035 -10.65474
C: 20.88271 13.49841 -9.91651
C: 2.61662 6.54168 -13.60903
C: 9.91283 17.75959 -6.07564
C: 15.65099 4.38741 -7.57106
C: 16.47949 14.03951 -18.43896
C: 20.06645 0.94802 -11.46745
C: 19.74758 -0.13544 -2.94472
C: 23.50476 15.99915 -6.48968
C: 20.33484 13.11301 -16.63636
H: 23.64263 16.81591 -7.19820
H: 11.84688 14.34490 -5.95384
H: 5.22395 8.35402 -17.00676
H: 16.37395 5.79590 -13.44566
H: 19.40964 -2.13368 -9.79416
H: 13.80279 17.84750 -3.22573
H: 5.97767 6.13121 -12.13349
H: 11.48534 12.63417 -5.22907
H: 17.56743 9.55162 -18.49480
H: 16.74280 16.01953 -12.91693
H: 13.07517 -1.47474 -6.55535
H: 17.43446 20.21293 -16.27292
H: 2.51181 5.46098 -13.51306
H: 16.25685 -3.73580 -2.14402
H: 2.37209 6.95410 -14.58791
H: 19.85689 13.28345 -9.61721
H: 20.23290 12.29855 -15.91917
H: 9.27315 -2.86930 -8.80592
H: 20.86549 12.79135 -17.53248
H: 13.75076 16.46536 -2.13751
H: 20.71144 1.81082 -11.63374
H: 20.66795 17.77955 -10.14732
H: 22.18974 16.86821 -10.67014
H: 14.03473 20.15551 -12.42659
H: 12.45209 17.58190 -2.24499
H: 9.02024 -4.84616 -3.14231
H: 9.27443 18.11200 -5.26548
H: 21.28038 -3.92285 -2.70415
H: 3.89605 9.28266 -16.95619
H: 18.99924 1.10840 -11.62056
H: 19.49599 -3.56093 -10.84562
H: 16.03430 4.84272 -6.65790
H: 12.57174 19.08900 -12.43541
H: 14.38058 8.75099 -9.27551
H: 19.84022 1.61895 -14.55989
H: 9.44597 17.52229 -7.03158
H: 22.90264 16.49446 -5.72796
H: 15.27757 -2.38283 -2.36100
H: 17.05338 10.55780 -19.82680
H: 2.00815 7.08833 -12.88858
H: 19.75278 -4.67336 -3.24929
H: 9.32112 -3.22822 -2.89791
H: 20.86338 13.83363 -16.01230
H: 8.87632 -2.64909 -6.98413
H: 15.98748 17.41435 -12.15215
H: 12.69005 -2.72239 -7.54890
H: 10.56776 18.56596 -6.40568
H: 19.31520 -0.12732 -1.94418
H: 14.27777 7.92977 -10.89200
H: 16.08310 3.44026 -7.24814
H: 21.31916 12.51376 -10.08407
H: 7.65910 6.05667 -12.68095
H: 12.56761 13.59972 -4.51810
H: 15.16345 6.73226 -12.57097
H: 15.88413 -2.52724 -0.85551
H: 14.92259 16.17576 -12.92830
H: 20.83145 -0.15962 -2.83185
H: 24.41101 15.60656 -6.02851
H: 20.66730 0.10839 -14.99740
H: 18.02770 -3.07128 -10.30591
H: 22.22211 18.14530 -9.49909
H: 7.09420 7.32273 -11.54106
H: 16.48728 19.59863 -17.71401
H: 12.72292 20.48436 -13.37961
H: 10.71154 -4.40558 -3.13967
H: 20.20127 0.87825 -10.38807
H: 17.33254 13.97205 -19.11414
H: 21.16840 14.14160 -10.74885
H: 16.23048 10.76574 -18.36838
H: 16.30594 15.09528 -18.23079
H: 20.48261 -4.72131 -1.58510
H: 8.30778 -4.01083 -7.91762
H: 19.22036 0.31849 -15.75011
H: 14.56591 4.35403 -7.47313
H: 11.67260 -1.34307 -7.70267
H: 15.64837 9.06109 -10.47726
H: 19.59700 0.83240 -3.42297
H: 15.71813 13.76705 -19.16984
H: 16.82874 7.12617 -12.37926
H: 5.43170 9.99191 -16.33177
H: 17.36572 18.53511 -16.70520


Here is a cluster of 13 separate species, C27H82N2O21 in total at a distorted geometry from OMol25. Energies are from the ωB97M-V functional and the def2-TZVPD basis.

- HOMO level: -0.339 Eh
- HOMO-LUMO gap: 9.37 eV
- Largest force on an atom: 2.63 eV/A

Atoms and positions in Å:
O: -3.07195 1.10976 -3.85303
O: -2.17093 -4.75715 -1.83816
O: 4.54440 -0.61305 4.45050
O: -2.16253 3.35370 -1.94525
O: 2.69873 6.64077 -3.53458
O: -2.27981 0.52396 4.12992
O: 1.17323 2.44862 1.59467
O: -4.83131 -0.80275 5.22934
O: -1.32594 -3.55612 -4.42957
O: -5.71739 -1.80744 -0.16995
O: 2.10261 -0.76397 2.42075
O: 0.01091 7.24352 -1.15318
O: 4.07001 1.32912 1.91998
O: 7.55359 2.24624 1.68058
O: 1.04493 -1.87664 -4.32012
O: 0.52928 -5.61371 -1.97678
O: 1.79846 1.09190 4.23205
O: 0.61680 5.70530 1.39421
O: 0.51308 4.86861 -2.70559
O: -0.05812 -0.36170 0.44758
O: -1.63246 -4.93125 3.93104
N: 0.34575 2.40214 -1.13767
N: -0.25237 -6.54728 1.46986
C: -3.33168 3.28375 -2.75312
C: -0.46958 5.45822 0.49101
C: 3.35201 -1.38948 2.38918
C: -4.55603 -1.11909 0.21157
C: 0.59979 -6.21780 -3.23693
C: 1.56010 4.52849 -3.62574
C: -0.91636 -1.23581 1.11761
C: 0.27123 2.17004 2.64580
C: 0.20429 -6.49668 -0.88534
C: 0.12724 -5.62850 0.37682
C: -4.75310 0.08672 4.11832
C: -1.85207 -3.38911 -2.02213
C: 6.44735 1.34389 1.54634
C: 5.10789 2.08872 1.33578
C: -3.41405 0.10619 3.38276
C: -0.89632 6.76085 -0.16423
C: 1.88469 0.53646 -1.30899
C: 0.66360 -0.62706 -4.82454
C: 0.83046 2.14116 4.01476
C: -2.07835 -2.85613 -3.43876
C: -1.43228 -3.51565 3.94786
C: 0.43653 0.98896 -1.48466
C: 2.07459 5.73409 -4.41163
C: -0.58945 0.15452 -0.75442
C: 3.89367 -1.71049 3.78102
C: 1.44100 -4.99933 0.77629
C: -3.85493 1.87704 -2.96236
H: -2.44248 -2.89470 -1.24652
H: -5.67023 0.01126 3.53784
H: -2.10552 -3.13954 3.17536
H: 1.22543 6.17003 -4.95016
H: 1.33760 -4.38891 1.67836
H: -1.39442 -5.27556 -2.11646
H: -1.68535 4.12580 -2.29513
H: 6.65213 0.63704 0.74557
H: 0.11542 1.01036 -2.53734
H: 1.43401 0.14242 -4.81236
H: -1.79085 -0.72885 1.54109
H: -4.35303 -1.12415 1.29230
H: -1.76648 -1.81084 -3.41722
H: 0.89511 -7.33832 -0.79248
H: 0.82717 7.43196 -0.67040
H: -2.54164 0.37247 5.04661
H: 8.04914 2.39166 0.87255
H: -4.12933 3.86009 -2.26444
H: -0.42892 -3.24067 3.61450
H: -1.86469 6.56037 -0.62513
H: 0.77349 5.71958 -2.31161
H: -0.54554 2.91416 2.67239
H: -1.85657 -4.33792 -4.61706
H: -3.33055 3.79111 -3.72403
H: -0.32473 -6.75821 -3.48054
H: 2.37938 4.13919 -3.00700
H: -1.32127 -2.05994 0.51111
H: -1.46290 0.79185 -0.56699
H: 1.05008 3.79150 -4.24958
H: 3.22166 1.78022 1.82550
H: -4.18625 -0.63510 5.91942
H: -0.66296 -4.89050 0.22299
H: -0.76635 -6.92558 -1.16832
H: -3.24130 -0.90809 3.00532
H: 1.36517 -7.00675 -3.31097
H: -1.49540 -3.01783 4.91608
H: 3.97401 0.14335 4.24654
H: 0.34017 -0.67371 -5.87127
H: 1.89444 -4.40336 -0.01587
H: 4.13099 -0.80627 1.88166
H: 3.05739 -2.00386 4.42405
H: -2.56409 -5.08395 3.76063
H: -4.86570 1.91059 -3.36214
H: 1.78802 0.51118 3.45507
H: 0.39175 -2.55413 -4.53712
H: -0.00277 1.90062 4.67934
H: 1.68204 -0.63103 1.56301
H: -2.12428 1.17390 -3.70579
H: -1.33424 5.06803 1.03604
H: -3.14365 -2.85537 -3.67482
H: -4.46996 -0.11579 -0.19196
H: -1.07229 7.51736 0.60414
H: 2.80105 5.35474 -5.13835
H: -3.50938 0.78347 2.53081
H: 5.09985 3.08928 1.77265
H: 2.15649 -5.75581 1.10792
H: 1.10033 4.87820 1.52277
H: 3.36964 -2.33620 1.83370
H: 0.75862 2.26327 0.72518
H: -0.20539 -0.22148 -4.29111
H: 3.24755 7.24172 -4.04275
H: 2.13914 0.75992 -0.26942
H: 0.98209 3.08235 -1.53375
H: -0.81125 -3.24516 -1.70239
H: -0.06037 4.73231 -0.21136
H: -5.72477 -2.69001 0.20369
H: -3.69473 -1.71520 -0.12700
H: -0.90013 -0.63219 -1.45094
H: 4.98194 2.22300 0.25438
H: -0.34821 1.30304 2.38176
H: 0.95207 -5.49360 -3.96771
H: -1.12173 -7.02097 1.24607
H: 1.32692 3.05580 4.33977
H: -0.26933 -1.79033 1.79967
H: -3.92749 1.40890 -1.97453
H: -0.43034 -6.04374 2.33377
H: 6.44236 0.90435 2.54162
H: -4.92927 1.09253 4.53221
H: 2.63061 1.16566 -1.79994
H: 4.67074 -2.46415 3.66793
H: 1.90370 -0.47994 -1.70216
H: -0.52075 2.88644 -1.38616


Here is a cluster of 15 separate species, C27H84O24 in total at a distorted geometry from OMol25. Energies are from the ωB97M-V functional and the def2-TZVPD basis.

- HOMO level: -0.343 Eh
- HOMO-LUMO gap: 9.17 eV
- Largest force on an atom: 1.99 eV/A

Atoms and positions in Å:
O: -0.00862 -4.26244 -0.66266
O: 2.99350 2.29560 1.76282
O: -3.15039 3.00043 0.64702
O: -1.97325 -3.98979 4.07999
O: -2.40618 -1.11282 -5.89644
O: -2.16731 0.25786 0.44830
O: 2.52624 -2.08776 4.97162
O: 1.34257 2.11516 -3.05607
O: 2.10076 -3.40409 0.61495
O: -0.01996 1.38355 5.89838
O: -4.32614 -1.44918 -0.75911
O: 3.53977 0.30751 3.47661
O: -1.45431 -3.61407 -5.42196
O: 0.53728 -3.15132 -3.30653
O: 5.25238 -0.71093 -3.50400
O: 2.98713 -2.25252 -3.68774
O: 0.52527 3.80046 -1.16432
O: 0.70898 -5.68448 1.85270
O: 4.42782 -1.54473 1.24455
O: -3.02183 -2.79124 -3.11397
O: 0.82214 4.33302 1.47999
O: 0.13226 7.10232 0.54508
O: -4.52693 3.92073 3.12640
O: -2.25018 -2.05841 1.89659
C: -1.09780 1.78243 5.05280
C: -0.03156 1.13798 0.46030
C: 2.40026 2.68858 -2.27815
C: -2.58910 3.90330 1.64423
C: -1.09846 -2.91265 3.82995
C: -2.70590 -4.19972 -5.05080
C: -0.04626 -1.19462 -6.53464
C: 1.81106 4.02097 -1.76468
C: -0.92156 -4.87179 0.28051
C: 3.74325 -1.64232 -0.00336
C: 2.16399 0.03287 3.65923
C: 4.11115 -0.15696 -4.16312
C: -1.02422 0.36014 -0.39702
C: -3.68034 4.74725 2.33089
C: 2.90917 -0.86920 -3.54417
C: -1.72227 -1.72401 3.17262
C: -0.27599 -6.09858 0.93320
C: -1.23350 -0.31644 -6.11371
C: -0.96615 0.52084 -4.86071
C: -2.43304 1.22367 5.50049
C: -1.09581 3.31764 5.13210
C: -0.44845 -1.00648 -0.81766
C: -3.03688 -4.12594 -3.58645
C: 1.46570 5.54645 1.83773
C: 3.21090 -3.07268 -0.23367
C: 0.43777 6.71651 1.88453
C: 2.01567 -0.76336 4.96043
H: -2.48461 1.16702 0.55962
H: 1.32535 -5.16671 1.33434
H: 2.04586 -2.48801 5.70142
H: -3.24540 1.49020 4.82392
H: 4.03034 0.92622 -4.00899
H: 0.98580 1.22557 0.07646
H: 2.88379 -0.96640 0.06770
H: -2.00885 3.77359 4.74290
H: 1.95378 -0.47016 -3.90815
H: 2.08953 -2.63329 -3.57869
H: -2.36070 -1.22194 1.40807
H: 5.99988 -0.34219 -3.98626
H: -1.30336 0.98261 -1.25596
H: 3.95612 -3.84112 -0.01767
H: 2.36437 -0.18432 5.82543
H: -4.32455 5.15592 1.54892
H: 2.18939 2.81498 1.61830
H: -0.21825 3.77615 4.67555
H: 4.39629 -1.36756 -0.82859
H: 3.22860 2.93776 -2.94286
H: -2.34339 -4.71051 -2.97468
H: -1.91958 4.54237 1.05936
H: 1.66404 0.99396 3.82637
H: -3.47066 -1.00715 -0.79183
H: -3.46849 -3.71809 -5.66972
H: -0.21626 1.29570 -5.01806
H: -0.57492 -2.63275 4.74605
H: -1.00165 -6.78541 1.36550
H: 0.14228 -0.82973 -1.71805
H: 3.57464 0.85162 2.67274
H: -0.43130 -2.01029 -7.14421
H: -2.76990 -3.81153 3.56650
H: -0.45528 2.13630 0.59605
H: 3.77181 -1.74441 1.92272
H: -1.44419 0.31260 -6.98378
H: -0.54293 7.78452 0.54537
H: 2.43900 -3.54126 1.50995
H: 2.35390 5.76639 1.24302
H: 0.19866 -6.63592 0.10528
H: -0.95310 -0.95439 3.04641
H: 2.83163 -3.20593 -1.24726
H: 2.41884 4.36644 -0.92434
H: -3.18017 5.49035 2.94733
H: -2.54361 -1.33048 3.78524
H: -1.30012 -4.07672 0.92843
H: 4.25843 -0.29505 -5.23876
H: 0.90544 7.56523 2.39195
H: -1.86812 3.35396 2.24686
H: -3.44415 3.54770 -0.08710
H: -4.89220 3.26145 2.52538
H: -4.05411 -4.50635 -3.46849
H: -2.63931 1.68415 6.47141
H: 0.15161 -3.47755 -2.47459
H: -1.22592 -1.70724 -1.13083
H: 0.67186 -3.73676 -0.15296
H: 0.63877 -0.54454 -7.07594
H: 0.10377 -1.47385 -0.00443
H: 1.77934 5.28072 2.85032
H: -0.60871 -0.02618 -3.98238
H: -2.65865 -5.22307 -5.42444
H: -1.79438 -5.10121 -0.33837
H: -2.40481 0.13618 5.56265
H: -0.32747 -3.21794 3.10753
H: -0.52774 6.45247 2.31985
H: -0.00524 0.74242 1.47735
H: 0.78909 4.23306 0.50767
H: 0.96587 -0.75946 5.28169
H: 1.63200 -0.44276 2.82666
H: 1.60117 2.17396 -3.97857
H: -1.52302 -2.64487 -5.47674
H: 1.79466 4.70992 -2.60974
H: -1.02164 3.57081 6.19303
H: 0.48366 -1.62044 -5.68134
H: -0.27374 1.51828 6.81656
H: -1.88881 0.95531 -4.46543
H: -0.03143 -3.50992 -4.00517
H: 2.73236 2.01610 -1.48756
H: 3.63603 2.64924 1.13887
H: 2.89292 -0.60605 -2.47777
H: -1.01374 1.50182 3.99987
H: -4.19003 -2.27432 -1.23424
H: -3.12627 -0.56159 -5.57533
H: -2.51602 -2.21727 -3.69826
H: 0.26325 3.03286 -1.70213


The highest HOMO level belongs to which entry?
C27H82N2O21


Among the records above, which one has the lowest HOMO-LUMO gap?
C27H84O24